DFT (ωB97M-V/def2-TZVPD) results for a 8-piece molecular cluster, C47H64BrF16N4O25S overall.

## Properties
gap between HOMO and LUMO	8.37	eV
spin multiplicity	1
highest occupied orbital energy	-12.12	eV
total charge	+1
calculated total energy	-8498.93065	Ha

Each line ends with the Mulliken charge.
Atoms and positions in Å:
C -3.409 -0.380 -0.667  -0.8120
C -2.838 0.655 -0.516  -1.7953
C -2.251 2.052 -0.313  2.7587
N -1.487 2.243 0.938  -0.0762
C -1.810 1.321 2.042  -0.6207
C -0.861 0.043 2.049  0.3438
C -1.518 -1.221 2.713  -1.1658
C -3.441 3.134 -0.266  -0.0268
C -4.518 2.842 0.847  -1.1629
C -4.250 3.570 2.237  -0.5657
C -4.614 2.657 3.489  -0.8144
Br -6.256 3.234 4.421  -0.1765
N -4.169 3.262 -1.563  -0.1932
C -3.357 2.966 -2.695  -1.8552
N -3.945 2.520 -3.767  1.6777
O -5.307 2.390 -3.739  -0.4628
C -3.270 2.112 -5.013  -1.2642
C -2.709 0.640 -4.998  0.7211
C -1.914 0.459 -6.370  -0.5459
C -1.012 -0.817 -6.396  0.2280
O 0.170 -0.678 -6.504  -0.4890
O -1.620 -2.071 -6.341  -0.4487
C -1.447 -2.538 -4.941  0.2688
C -2.905 -2.817 -4.380  -0.8123
N -1.941 3.085 -2.674  1.6756
C -1.499 4.491 -2.971  -0.9353
O -1.648 4.849 -4.330  -0.4182
C -2.714 5.809 -4.559  -0.2686
C -3.497 5.353 -5.860  -0.0204
C -3.931 6.545 -6.802  -1.2823
C -1.283 2.538 -1.467  -2.1321
C -0.152 1.491 -1.877  -0.7835
C 1.218 1.685 -1.111  -1.1646
C 2.400 2.251 -1.972  0.8141
F 2.913 3.324 -1.205  -0.3682
F 1.985 2.881 -3.137  -0.2935
C 3.647 1.308 -2.178  0.6338
F 4.603 2.038 -2.837  -0.2988
F 4.172 1.021 -0.940  -0.2605
S 3.396 -0.300 -3.086  1.1527
F 4.041 0.359 -4.446  -0.3307
F 4.903 -0.760 -2.600  -0.3905
F 2.805 -1.079 -1.786  -0.1445
F 1.932 0.087 -3.667  -0.2739
F 3.298 -1.706 -3.895  -0.3190
H -4.049 -1.251 -0.897  0.5511
H -1.532 3.218 1.246  0.5720
H -2.890 1.057 2.172  -0.0937
H -1.527 1.868 2.993  0.5940
H -0.679 -0.184 0.953  -0.2338
H 0.152 0.302 2.464  0.4155
H -0.741 -2.040 2.662  0.1999
H -1.706 -1.049 3.801  0.3915
H -2.399 -1.601 2.140  0.2375
H -2.982 4.134 -0.025  0.6146
H -4.683 1.758 1.067  0.3074
H -5.513 3.234 0.486  0.4813
H -3.201 3.941 2.355  0.1597
H -4.946 4.454 2.306  0.6855
H -3.759 2.623 4.219  0.3809
H -4.790 1.584 3.196  0.3243
H -4.485 4.239 -1.635  0.4442
H -5.512 1.428 -3.707  0.3489
H -4.053 2.150 -5.824  0.4126
H -2.451 2.788 -5.350  0.0785
H -2.054 0.471 -4.101  -0.2657
H -3.536 -0.125 -4.999  0.1933
H -2.608 0.559 -7.246  0.4273
H -1.224 1.351 -6.422  0.3747
H -0.932 -1.716 -4.374  -0.1987
H -0.804 -3.447 -5.008  0.4335
H -3.025 -3.922 -4.283  0.3513
H -3.652 -2.362 -5.086  0.2807
H -2.969 -2.294 -3.381  0.0154
H -2.060 5.180 -2.262  0.4887
H -0.407 4.627 -2.724  0.3352
H -3.436 5.912 -3.712  0.1550
H -2.206 6.786 -4.812  0.4684
H -2.907 4.636 -6.495  0.1419
H -4.406 4.785 -5.518  0.0942
H -3.123 6.690 -7.562  0.3254
H -4.222 7.478 -6.260  0.3518
H -4.836 6.186 -7.373  0.3571
H -0.709 3.396 -1.000  0.8528
H -0.065 1.585 -2.998  0.7623
H -0.463 0.421 -1.710  0.0855
H 1.011 2.404 -0.268  0.5062
H 1.465 0.718 -0.587  0.2988
C 2.354 -4.126 -0.303  -0.1941
C 1.828 -3.328 0.845  0.4442
O 1.653 -4.299 1.856  -0.3244
C 2.586 -5.266 1.607  0.4827
O 2.914 -6.098 2.387  -0.5348
O 3.100 -5.150 0.347  -0.3177
F 0.624 -2.784 0.543  -0.2848
H 1.559 -4.580 -0.900  0.3042
H 2.992 -3.535 -0.960  0.0165
H 2.506 -2.546 1.199  0.3408
C 6.909 -4.562 -0.688  -0.3178
C 6.871 -6.047 -0.500  0.4318
O 7.684 -6.252 0.635  -0.3027
C 7.573 -5.109 1.380  0.5960
O 7.897 -5.016 2.515  -0.4887
O 7.030 -4.090 0.649  -0.3034
F 7.433 -6.687 -1.558  -0.2368
H 7.774 -4.233 -1.269  0.2831
H 6.003 -4.180 -1.159  0.1865
H 5.872 -6.451 -0.312  0.1228
C -5.042 2.489 9.481  -0.1977
C -6.062 1.814 8.614  0.3974
O -5.282 1.301 7.546  -0.2785
C -4.046 1.059 8.074  0.5941
O -3.217 0.384 7.551  -0.5370
O -3.884 1.679 9.272  -0.3307
F -6.947 2.708 8.112  -0.2824
H -4.830 3.512 9.162  0.2348
H -5.328 2.500 10.525  0.1470
H -6.600 0.998 9.101  0.2668
C 1.839 -9.241 1.931  0.2529
C 2.942 -9.937 2.672  0.3319
O 2.883 -11.256 2.164  -0.3227
C 2.399 -11.145 0.892  0.6469
O 2.463 -12.003 0.074  -0.4955
O 1.839 -9.921 0.678  -0.3278
F 2.692 -9.971 4.002  -0.2808
H 0.866 -9.367 2.412  0.2662
H 2.031 -8.177 1.801  -0.3359
H 3.937 -9.520 2.495  0.2922
C 5.749 4.261 -0.217  0.2333
C 6.852 5.054 -0.854  0.2851
O 6.562 6.379 -0.455  -0.3075
C 5.922 6.274 0.748  0.5851
O 5.766 7.175 1.504  -0.4946
O 5.491 5.000 0.973  -0.3399
F 6.787 4.983 -2.206  -0.2830
H 4.845 4.233 -0.828  -0.2409
H 6.049 3.239 0.014  0.2802
H 7.856 4.780 -0.519  0.3004
C -5.722 6.335 12.413  -0.4146
C -6.123 5.576 13.643  0.2948
O -7.054 4.633 13.143  -0.2989
C -6.685 4.393 11.855  0.6608
O -7.066 3.467 11.209  -0.5285
O -5.819 5.338 11.398  -0.2765
F -6.752 6.379 14.530  -0.2802
H -6.407 7.155 12.184  0.2940
H -4.709 6.732 12.478  0.2570
H -5.301 5.052 14.138  0.2864
C 8.795 -7.636 -4.401  -0.1143
C 7.756 -8.311 -5.247  0.2785
O 8.509 -8.830 -6.323  -0.3110
C 9.757 -9.076 -5.821  0.6237
O 10.570 -9.754 -6.354  -0.4805
O 9.943 -8.449 -4.625  -0.3137
F 6.862 -7.413 -5.735  -0.2818
H 9.004 -6.615 -4.729  0.2170
H 8.527 -7.618 -3.347  0.1054
H 7.224 -9.123 -4.745  0.3100


DFT (ωB97M-V/def2-TZVPD) results for C20H20N6O6S2Sn as an isolated structure.

## Properties
gap between HOMO and LUMO (spin up / spin down)	3.26 / 3.13	eV
spin multiplicity	1
highest occupied orbital energy (spin up / spin down)	-14.17 / -14.17	eV
total charge	+2
calculated total energy	-2563.97526	Ha

Each line ends with the Mulliken charge.
Atoms and positions in Å:
Sn 9.736 13.145 14.300  0.9021
N 11.447 15.329 12.764  -0.3736
N 11.573 16.318 13.757  -0.1078
C 10.502 16.489 14.511  0.6310
N 10.581 17.301 15.556  -0.4152
S 8.977 15.748 14.061  -0.2672
H 12.212 15.384 12.095  0.3033
H 10.514 15.339 12.394  0.2075
H 12.460 16.741 14.032  0.2514
H 11.502 17.339 16.014  0.2486
H 9.790 17.518 16.120  0.2454
C 7.241 6.041 16.035  -1.3264
C 6.891 7.383 15.522  1.0152
C 7.860 8.032 14.682  -0.8280
C 7.556 9.319 14.255  -0.2149
C 6.497 9.977 14.799  0.4307
C 5.543 9.356 15.548  -0.3613
C 5.664 7.996 15.796  -0.7952
S 6.444 11.720 14.513  1.0964
O 6.792 12.093 13.141  -0.6162
O 5.191 12.190 15.077  -0.6494
N 7.681 12.355 15.231  -0.1244
C 7.848 12.302 16.592  0.6626
C 6.759 12.307 17.552  -0.1821
C 7.142 12.384 18.912  -0.4822
C 8.441 12.537 19.293  -0.4504
C 9.401 12.780 18.287  -0.3671
N 9.150 12.565 17.005  -0.3369
H 6.375 5.454 16.430  0.3631
H 7.926 6.098 16.910  0.2991
H 7.764 5.539 15.244  0.3718
H 8.792 7.603 14.301  0.4545
H 8.300 9.833 13.606  0.0664
H 4.725 9.906 16.064  0.3913
H 4.836 7.415 16.206  0.4025
H 5.695 12.107 17.260  0.4466
H 6.347 12.263 19.650  0.4362
H 8.741 12.515 20.359  0.4061
H 10.351 13.210 18.543  0.4394
O 10.134 10.655 12.349  -0.6719
C 9.845 11.699 11.746  0.8005
O 9.684 12.921 12.193  -0.4046
C 9.702 11.659 10.234  0.6019
C 9.523 12.862 9.508  -0.6369
C 9.661 12.783 8.128  -0.6008
C 9.807 11.566 7.456  -0.6159
C 9.872 10.407 8.239  0.1390
C 9.838 10.404 9.619  -0.3477
N 9.973 9.126 7.555  0.8981
O 10.408 9.141 6.380  -0.5167
O 9.745 8.081 8.201  -0.5414
H 9.207 13.849 9.941  0.3269
H 9.525 13.675 7.551  0.4180
H 9.751 11.459 6.358  0.4515
H 10.027 9.537 10.261  0.5271


DFT (ωB97M-V/def2-TZVPD) results for C14H36ClIOP3Tl as an isolated structure.

## Properties
gap between HOMO and LUMO (spin up / spin down)	5.24 / 5.24	eV
spin multiplicity	1
highest occupied orbital energy (spin up / spin down)	-13.65 / -13.65	eV
total charge	+2
calculated total energy	-2584.11381	Ha

Each line ends with the Mulliken charge.
Atoms and positions in Å:
C 0.241 1.453 -2.946  -0.8305
C 0.710 1.624 -1.529  0.6407
H 0.251 2.451 -3.438  0.3945
H -0.789 1.036 -2.990  0.1154
H 0.906 0.749 -3.487  0.2717
O 0.389 2.507 -0.769  -0.2943
I -0.025 -0.297 2.371  0.0647
Tl -0.278 -2.298 -2.204  0.7196
P 2.316 -0.141 -0.488  0.6240
C 3.159 0.828 0.830  -1.1576
C 3.022 -1.784 -0.002  -0.9770
H 4.073 -1.861 -0.291  0.3845
H 4.507 0.121 -1.460  0.5549
H 2.478 -2.603 -0.488  0.3408
H 3.336 -0.435 -2.673  0.3795
H 2.954 0.402 1.815  0.2925
H 2.951 -1.924 1.080  0.3655
C 3.489 0.237 -1.823  -1.5644
H 4.239 0.843 0.650  0.4843
H 3.338 1.263 -2.155  0.4281
H 2.792 1.853 0.828  0.2807
P -2.447 -0.105 -0.331  0.4017
C -3.369 0.880 0.952  -1.0540
C -3.516 0.306 -1.773  -1.3531
H -2.568 -2.532 -0.424  0.2903
H -4.194 -1.828 -0.220  0.3458
H -3.067 -1.910 1.165  0.3221
C -3.146 -1.749 0.083  -1.0776
H -3.329 -0.402 -2.595  0.3092
H -4.578 0.275 -1.493  0.4902
H -4.444 0.919 0.705  0.4901
H -2.969 1.907 0.966  0.2419
H -3.260 1.317 -2.122  0.3640
H -3.218 0.434 1.952  0.1827
Cl 0.180 -4.733 -2.847  -0.5291
C -1.821 1.029 5.497  -1.3036
C -1.556 2.150 4.477  -0.4854
P -0.103 1.948 3.439  0.6099
C -0.250 3.101 2.033  0.5132
C -0.208 4.585 2.413  -1.3525
C 1.440 2.289 4.343  -0.3635
C 1.323 3.005 5.688  -1.3004
H -2.678 1.324 6.124  0.4242
H -2.106 0.085 5.029  0.3362
H -0.972 0.849 6.171  0.2839
H -2.412 2.222 3.778  0.4062
H -1.479 3.135 4.956  0.4899
H 0.543 2.859 1.316  -0.0051
H -1.197 2.854 1.531  -0.2065
H 0.757 4.872 2.858  0.3347
H -0.352 5.225 1.521  0.4219
H -1.014 4.857 3.120  0.3462
H 1.851 1.276 4.498  0.4685
H 2.122 2.846 3.666  0.4055
H 0.677 2.465 6.387  0.2852
H 2.307 3.068 6.173  0.4032
H 0.958 4.028 5.560  0.3465